(a)
DFT (ωB97M-V/def2-TZVPD) results for 2 unconnected molecules or ions with the total composition C3H5ClO2S.

Each line ends with the natural charge from an NBO analysis.
Atoms and positions in Å:
1 C -0.085 -0.031 -0.428  0.156
2 C -0.540 -1.203 0.232  -0.759
3 C -0.848 1.270 -0.576  -0.537
4 O 2.186 0.631 1.057  -0.915
5 O 2.467 -1.462 -0.083  -0.906
6 S 2.437 -0.006 -0.204  1.667
7 Cl -2.497 1.202 0.219  -0.115
8 H -1.659 -1.161 0.472  0.231
9 H 0.000 -0.787 1.073  0.339
10 H -0.070 -2.096 0.156  0.270
11 H -0.225 2.167 -0.243  0.277
12 H -1.167 1.475 -1.675  0.292

Total charge: 0
Orbital gap, eV: 8.39
E_HOMO, eV: -9.07

(b)
DFT (ωB97M-V/def2-TZVPD) results for C3H5ClO2S in the gas phase.

Each line ends with the natural charge from an NBO analysis.
Atoms and positions in Å:
1 C 0.627 -0.603 -0.524  -0.593
2 C 0.240 -1.903 0.141  -0.698
3 C 0.507 2.090 0.195  -0.596
4 O -1.602 0.958 -1.386  -0.904
5 O -1.968 -0.044 0.628  -0.880
6 S -0.893 0.408 -0.260  1.976
7 Cl 1.620 0.715 -0.118  0.514
8 H 0.313 -2.693 -0.729  0.231
9 H -0.722 -1.980 0.686  0.269
10 H 0.811 -2.338 0.892  0.231
11 H 0.286 2.640 -0.615  0.207
12 H 0.782 2.751 1.090  0.245

Total charge: 0
Orbital gap, eV: 7.78
E_HOMO, eV: -8.51

(c)
DFT (ωB97M-V/def2-TZVPD) results for 2 unconnected molecules or ions with the total composition C3H5ClO2S.

Each line ends with the natural charge from an NBO analysis.
Atoms and positions in Å:
1 C -1.866 0.164 -0.899  -0.023
2 C 0.126 0.327 0.635  -0.594
3 C -0.428 0.063 -0.763  -0.598
4 O -4.197 -0.254 0.427  -0.784
5 O -2.568 -2.076 0.164  -0.829
6 S -2.850 -0.665 0.239  1.969
7 Cl -2.397 2.492 0.011  -0.363
8 H 1.212 0.268 0.635  0.222
9 H -0.179 1.320 0.956  0.247
10 H -0.270 -0.407 1.334  0.203
11 H 0.016 0.762 -1.478  0.272
12 H -0.157 -0.955 -1.084  0.277

Total charge: 0
Orbital gap (spin up / spin down), eV: 7.68 / 7.68
E_HOMO (spin up / spin down), eV: -10.37 / -10.37

Which of them is least stable? Easy: (b).

(a)
DFT (ωB97M-V/def2-TZVPD) results for C7H14N2S in the gas phase.

Each line ends with the natural charge from an NBO analysis.
Atoms and positions in Å:
1 C -0.423 1.916 0.456  0.250
2 C -2.475 0.520 -1.105  -0.604
3 C -1.189 -0.004 1.751  -0.628
4 C 2.928 1.528 -0.960  -0.427
5 C 1.435 -1.735 0.610  -0.763
6 C -1.084 -0.059 -0.816  -0.421
7 C -0.545 0.501 0.478  -0.243
8 N -0.269 3.054 0.421  -0.330
9 N 2.349 0.274 -0.582  -0.875
10 S 1.597 0.079 0.761  1.025
11 H -2.847 0.158 -2.061  0.218
12 H -2.430 1.609 -1.135  0.219
13 H -3.179 0.230 -0.327  0.201
14 H -1.298 -1.087 1.725  0.213
15 H -0.594 0.271 2.620  0.225
16 H -2.178 0.436 1.877  0.224
17 H 3.349 2.088 -0.119  0.175
18 H 2.185 2.164 -1.453  0.194
19 H 3.721 1.310 -1.678  0.200
20 H 1.064 -1.948 -0.385  0.243
21 H 0.783 -2.125 1.382  0.219
22 H 2.433 -2.150 0.710  0.245
23 H -0.409 0.196 -1.635  0.232
24 H -1.157 -1.148 -0.745  0.207

Total charge: 0
Orbital gap, eV: 8.49
E_HOMO, eV: -7.90

(b)
DFT (ωB97M-V/def2-TZVPD) results for C7H14N2S in the gas phase.

Each line ends with the natural charge from an NBO analysis.
Atoms and positions in Å:
1 C -2.410 1.820 0.329  -0.642
2 C -1.122 1.547 -0.413  -0.200
3 C -1.689 -0.797 -0.837  -0.238
4 C -2.770 -1.461 0.009  -0.642
5 C -0.210 -0.370 0.964  -0.214
6 C 1.042 -1.289 0.838  -0.589
7 C 2.398 0.786 -0.102  0.021
8 H -2.922 2.852 0.492  0.218
9 H -3.295 1.419 -0.082  0.204
10 H -2.297 1.392 1.318  0.201
11 H -1.213 1.746 -1.481  0.196
12 H -0.352 2.163 -0.167  0.209
13 H -0.935 -1.517 -1.312  0.183
14 H -2.032 -0.472 -1.856  0.217
15 H -3.472 -0.587 0.251  0.219
16 H -2.291 -1.887 0.902  0.197
17 H -3.156 -2.329 -0.445  0.223
18 H -0.974 -0.761 1.573  0.191
19 H 0.247 0.560 1.462  0.208
20 H 0.601 -2.230 0.424  0.231
21 H 1.552 -1.527 1.842  0.241
22 N -0.783 0.126 -0.194  -0.474
23 N 2.881 1.881 0.096  -0.321
24 S 2.152 -0.893 -0.435  0.361

Total charge: 0
SMILES: CCN(CC)CCSC#N
Orbital gap, eV: 8.88
E_HOMO, eV: -8.40

(c)
DFT (ωB97M-V/def2-TZVPD) results for C7H14N2S in the gas phase.

Each line ends with the natural charge from an NBO analysis.
Atoms and positions in Å:
1 C -0.014 -0.870 0.214  0.159
2 C -2.249 0.197 1.040  -0.417
3 C -2.469 -1.211 0.457  -0.382
4 C -1.373 -0.294 0.024  -0.219
5 C -1.628 0.337 -1.334  -0.579
6 C 3.072 -0.508 -0.744  -0.632
7 C 2.352 -0.379 0.659  -0.233
8 N 0.731 1.460 0.584  -0.638
9 N 1.025 0.055 0.524  -0.227
10 S 0.345 -2.518 0.208  -0.195
11 H -3.001 0.951 0.851  0.225
12 H -1.856 0.247 2.010  0.217
13 H -2.188 -2.034 1.154  0.240
14 H -3.319 -1.501 -0.158  0.221
15 H -1.703 1.489 -1.350  0.205
16 H -2.600 -0.066 -1.538  0.217
17 H -1.052 0.046 -2.135  0.224
18 H 3.055 0.479 -1.282  0.211
19 H 4.188 -0.733 -0.711  0.217
20 H 2.487 -1.290 -1.266  0.233
21 H 2.199 -1.315 1.081  0.240
22 H 2.812 0.283 1.275  0.183
23 H 1.333 1.769 1.309  0.359
24 H -0.234 1.562 0.710  0.372

Total charge: 0
SMILES: CCN(N)C(=S)C1(C)CC1
Orbital gap, eV: 8.71
E_HOMO, eV: -7.88

Which of them is least stable? Easy: (c).

(a)
DFT (ωB97M-V/def2-TZVPD) results for a molecular structure, C44H30Cl7F6N3O5SSbSc.

Each line ends with the Mulliken charge.
Atoms and positions in Å:
1 Sc -1.129 -0.052 1.722  -0.270
2 Cl -0.321 -3.403 0.923  -0.086
3 C 1.235 -2.678 1.157  1.518
4 C 2.269 -3.510 1.620  -0.926
5 C 3.504 -2.990 1.849  0.898
6 Cl 4.759 -4.027 2.462  -0.296
7 C 3.773 -1.621 1.601  0.506
8 C 5.033 -1.030 1.839  -1.275
9 C 5.212 0.292 1.569  -1.272
10 C 4.135 1.016 1.025  -0.270
11 N 2.949 0.510 0.792  0.145
12 C 2.734 -0.800 1.100  -0.581
13 C 1.408 -1.331 0.914  -1.108
14 O 0.421 -0.547 0.520  1.557
15 H 2.065 -4.555 1.805  0.541
16 H 5.834 -1.635 2.242  0.511
17 H 6.157 0.786 1.742  0.476
18 H 4.286 2.059 0.763  0.399
19 Cl -8.378 -0.511 1.012  -0.209
20 C -6.687 -0.754 1.218  0.475
21 C -5.912 0.213 1.854  -0.118
22 Cl -6.628 1.666 2.427  -0.201
23 C -4.554 -0.001 2.012  0.745
24 Cl -3.526 1.214 2.716  -0.167
25 C -3.912 -1.170 1.574  -1.105
26 O -2.635 -1.335 1.729  -0.837
27 C -4.713 -2.121 0.918  0.531
28 Cl -3.929 -3.523 0.302  -0.160
29 C -6.074 -1.915 0.742  0.102
30 Cl -7.014 -3.095 -0.086  -0.189
31 C 0.253 -2.301 4.782  -1.778
32 C 0.052 -0.791 4.662  0.967
33 O -0.195 -0.413 3.372  1.049
34 C 1.339 -0.067 5.114  0.445
35 F 2.367 -0.446 4.339  -0.126
36 F 1.676 -0.344 6.384  -0.294
37 F 1.240 1.268 5.009  -0.208
38 C -1.147 -0.372 5.536  0.261
39 F -0.983 -0.683 6.830  -0.280
40 F -2.257 -0.991 5.111  -0.240
41 F -1.392 0.953 5.478  -0.217
42 H 1.101 -2.584 4.160  0.292
43 H -0.639 -2.795 4.399  0.380
44 H 0.434 -2.614 5.809  0.406
45 O 4.799 3.671 -1.245  -0.589
46 C 3.597 3.247 -1.847  -0.598
47 N 2.545 3.014 -0.885  1.184
48 C 2.099 4.068 -0.161  0.389
49 O 2.463 5.216 -0.375  -0.759
50 C 1.119 3.735 0.920  0.185
51 C 0.946 4.589 2.000  -0.733
52 C 0.108 4.203 3.032  -1.167
53 C -0.533 2.977 2.951  -0.217
54 N -0.412 2.181 1.887  0.954
55 C 0.399 2.554 0.897  -0.575
56 H 4.638 4.569 -0.927  0.429
57 H 3.802 2.311 -2.363  0.238
58 H 3.248 3.989 -2.567  0.322
59 H 2.421 2.077 -0.511  -0.565
60 H 1.484 5.528 2.016  0.543
61 H -0.036 4.827 3.902  0.464
62 H -1.153 2.616 3.760  0.337
63 H 0.456 1.863 0.068  0.343
64 S -2.289 0.869 -0.540  -0.848
65 Sb -1.137 -0.172 -2.212  1.778
66 C 0.147 -1.832 -2.257  0.558
67 C 1.519 -1.662 -2.102  -0.072
68 C 2.365 -2.751 -2.228  -0.827
69 C 1.842 -4.007 -2.508  -0.754
70 C 0.475 -4.173 -2.673  -0.678
71 C -0.376 -3.085 -2.553  -0.926
72 C -0.024 1.330 -3.182  0.812
73 C 0.944 1.011 -4.131  -0.342
74 C 1.592 2.022 -4.824  -0.777
75 C 1.273 3.351 -4.574  -0.561
76 C 0.312 3.670 -3.625  -0.599
77 C -0.337 2.661 -2.930  -0.664
78 C -2.620 -0.795 -3.568  0.554
79 C -2.268 -1.196 -4.853  -0.357
80 C -3.245 -1.630 -5.735  -0.786
81 C -4.573 -1.674 -5.329  -0.523
82 C -4.924 -1.282 -4.047  -0.668
83 C -3.948 -0.838 -3.165  -0.460
84 H 1.927 -0.687 -1.860  0.390
85 H 3.432 -2.623 -2.091  0.445
86 H 2.505 -4.858 -2.598  0.416
87 H 0.069 -5.153 -2.887  0.417
88 H -1.443 -3.220 -2.682  0.491
89 H 1.201 -0.023 -4.333  0.367
90 H 2.343 1.773 -5.562  0.416
91 H 1.777 4.139 -5.119  0.411
92 H 0.071 4.706 -3.424  0.400
93 H -1.093 2.905 -2.191  0.375
94 H -1.231 -1.178 -5.174  0.358
95 H -2.971 -1.937 -6.736  0.397
96 H -5.335 -2.017 -6.017  0.374
97 H -5.958 -1.323 -3.729  0.448
98 H -4.221 -0.525 -2.163  0.263

Total charge: 0
Orbital gap, eV: 7.80
E_HOMO, eV: -8.02

(b)
DFT (ωB97M-V/def2-TZVPD) results for a molecular structure, C44H30Cl7F6N3O5SSbSc.

Each line ends with the Mulliken charge.
Atoms and positions in Å:
1 Sc 1.146 -0.632 0.676  -0.846
2 Cl 0.286 3.837 2.611  -0.232
3 C 1.556 2.764 3.111  0.911
4 C 2.392 3.147 4.170  -0.465
5 C 3.413 2.337 4.573  0.664
6 Cl 4.454 2.851 5.867  -0.284
7 C 3.628 1.087 3.946  0.233
8 C 4.651 0.177 4.296  -1.043
9 C 4.762 -1.007 3.625  -1.277
10 C 3.837 -1.309 2.613  0.021
11 N 2.877 -0.492 2.261  0.902
12 C 2.765 0.712 2.895  0.142
13 C 1.715 1.570 2.430  -1.043
14 O 0.991 1.211 1.412  0.634
15 H 2.226 4.096 4.662  0.513
16 H 5.328 0.433 5.099  0.453
17 H 5.542 -1.716 3.865  0.516
18 H 3.880 -2.257 2.092  0.223
19 Cl -4.270 -4.755 4.010  -0.205
20 C -3.018 -3.695 3.483  0.189
21 C -2.763 -3.532 2.126  -0.167
22 Cl -3.707 -4.361 0.946  -0.158
23 C -1.753 -2.676 1.718  0.548
24 Cl -1.434 -2.386 0.047  0.040
25 C -0.961 -1.941 2.618  -1.556
26 O -0.069 -1.104 2.214  0.227
27 C -1.242 -2.127 3.986  0.416
28 Cl -0.300 -1.220 5.105  -0.203
29 C -2.250 -2.981 4.407  0.517
30 Cl -2.578 -3.148 6.088  -0.196
31 C 0.914 -4.762 0.017  -1.862
32 C 1.933 -3.671 -0.349  1.170
33 O 1.646 -2.434 0.148  0.685
34 C 2.026 -3.599 -1.898  0.271
35 F 0.957 -2.946 -2.384  -0.088
36 F 2.040 -4.812 -2.471  -0.298
37 F 3.120 -2.945 -2.326  -0.242
38 C 3.295 -4.137 0.224  0.227
39 F 3.725 -5.277 -0.340  -0.275
40 F 3.176 -4.357 1.546  -0.271
41 F 4.281 -3.233 0.076  -0.227
42 H 0.054 -4.724 -0.646  0.353
43 H 0.584 -4.595 1.042  0.362
44 H 1.364 -5.749 -0.061  0.500
45 O 0.231 5.198 -3.161  -0.436
46 C 1.638 5.233 -3.080  -0.551
47 N 2.015 3.953 -2.535  0.064
48 C 3.291 3.524 -2.647  0.087
49 O 4.166 4.193 -3.174  -0.683
50 C 3.574 2.173 -2.068  0.144
51 C 4.600 1.407 -2.608  -0.691
52 C 4.869 0.172 -2.051  -1.238
53 C 4.090 -0.265 -0.992  -0.438
54 N 3.096 0.457 -0.473  0.873
55 C 2.871 1.669 -0.990  -0.983
56 H -0.080 6.039 -3.506  0.263
57 H 1.985 6.037 -2.425  0.307
58 H 2.112 5.362 -4.056  0.353
59 H 1.269 3.350 -2.213  0.111
60 H 5.174 1.804 -3.435  0.509
61 H 5.669 -0.454 -2.425  0.494
62 H 4.263 -1.229 -0.539  0.660
63 H 2.124 2.265 -0.480  1.245
64 S 0.024 0.649 -1.489  -0.448
65 Sb -2.256 0.508 -1.267  1.041
66 C -2.931 -0.920 -2.684  1.076
67 C -4.067 -1.701 -2.497  -0.358
68 C -4.412 -2.643 -3.454  -0.743
69 C -3.620 -2.809 -4.583  -0.474
70 C -2.487 -2.027 -4.764  -0.747
71 C -2.138 -1.077 -3.813  -0.709
72 C -2.952 0.412 0.728  1.381
73 C -2.221 1.175 1.632  -0.623
74 C -2.560 1.139 2.978  -0.433
75 C -3.620 0.350 3.405  -0.823
76 C -4.352 -0.400 2.493  -0.555
77 C -4.017 -0.377 1.147  -1.105
78 C -3.101 2.330 -1.939  0.744
79 C -4.104 2.949 -1.200  -0.342
80 C -4.692 4.113 -1.680  -0.707
81 C -4.282 4.647 -2.893  -0.547
82 C -3.282 4.027 -3.629  -0.615
83 C -2.685 2.868 -3.153  -0.728
84 H -4.674 -1.593 -1.607  0.316
85 H -5.297 -3.251 -3.315  0.423
86 H -3.884 -3.555 -5.322  0.395
87 H -1.865 -2.166 -5.639  0.416
88 H -1.236 -0.488 -3.936  0.403
89 H -1.369 1.761 1.304  0.371
90 H -1.982 1.721 3.684  0.406
91 H -3.872 0.311 4.458  0.394
92 H -5.175 -1.018 2.831  0.417
93 H -4.576 -0.985 0.445  0.211
94 H -4.425 2.532 -0.252  0.442
95 H -5.471 4.597 -1.105  0.414
96 H -4.743 5.554 -3.265  0.385
97 H -2.960 4.444 -4.576  0.446
98 H -1.893 2.393 -3.719  0.403

Total charge: 0
Orbital gap, eV: 7.69
E_HOMO, eV: -7.76

Which of them is least stable? Easy: (b).

(a)
DFT (ωB97M-V/def2-TZVPD) results for 14 unconnected molecules or ions with the total composition H28O14.

Each line ends with the natural charge from an NBO analysis.
Atoms and positions in Å:
1 O 2.423 15.023 -6.696  -0.969
2 H 1.860 14.987 -5.909  0.505
3 H 2.331 14.157 -7.107  0.473
4 O 1.076 12.526 -3.601  -0.979
5 H 1.131 13.486 -3.701  0.478
6 H 1.736 12.298 -2.928  0.491
7 O 6.025 11.185 -3.224  -0.962
8 H 6.105 12.081 -3.573  0.473
9 H 5.097 11.092 -2.997  0.463
10 O 5.259 17.029 -5.000  -0.973
11 H 5.033 16.316 -5.614  0.497
12 H 4.417 17.448 -4.798  0.466
13 O 5.176 13.300 -1.384  -0.964
14 H 5.084 13.275 -0.426  0.463
15 H 6.021 13.734 -1.540  0.515
16 O 5.041 15.101 -7.168  -0.985
17 H 4.140 14.893 -6.867  0.498
18 H 4.957 15.317 -8.099  0.469
19 O 4.675 17.258 -1.436  -0.950
20 H 4.362 17.654 -0.617  0.478
21 H 5.418 16.708 -1.174  0.492
22 O 2.703 17.736 -3.300  -0.980
23 H 3.473 17.491 -2.765  0.495
24 H 2.227 18.371 -2.759  0.472
25 O 3.258 11.747 -5.113  -0.965
26 H 2.874 10.867 -5.111  0.468
27 H 2.608 12.295 -4.649  0.475
28 O 1.069 15.344 -4.409  -0.966
29 H 1.456 15.692 -3.596  0.514
30 H 0.120 15.443 -4.289  0.483
31 O 2.860 11.742 -1.453  -0.965
32 H 3.667 12.280 -1.470  0.499
33 H 2.449 11.934 -0.606  0.469
34 O 2.265 15.203 -1.718  -0.962
35 H 1.490 14.692 -1.464  0.479
36 H 2.858 15.137 -0.964  0.487
37 O 3.796 14.680 -4.004  -0.947
38 H 3.661 15.534 -3.584  0.483
39 H 3.344 14.053 -3.432  0.473
40 O 6.470 13.847 -3.803  -0.982
41 H 5.620 14.290 -3.936  0.510
42 H 6.599 13.328 -4.602  0.480

Total charge: 0
Orbital gap, eV: 9.31
E_HOMO, eV: -10.07

(b)
DFT (ωB97M-V/def2-TZVPD) results for 14 unconnected molecules or ions with the total composition H28O14.

Each line ends with the natural charge from an NBO analysis.
Atoms and positions in Å:
1 O 36.484 27.231 23.755  -0.977
2 H 36.592 26.429 23.282  0.490
3 H 37.307 27.594 24.198  0.515
4 O 32.138 30.199 22.605  -1.025
5 H 32.365 31.038 22.096  0.522
6 H 31.104 30.267 22.628  0.490
7 O 32.063 30.749 25.680  -0.954
8 H 31.580 30.213 25.106  0.434
9 H 32.356 31.363 24.847  0.459
10 O 33.278 32.037 21.047  -0.979
11 H 34.094 32.296 21.454  0.500
12 H 33.625 31.699 20.186  0.489
13 O 31.233 27.724 21.750  -0.959
14 H 30.424 28.022 21.205  0.469
15 H 31.586 28.530 22.140  0.477
16 O 36.931 30.401 25.108  -0.958
17 H 36.168 29.969 24.629  0.493
18 H 37.037 31.131 24.596  0.453
19 O 33.640 29.170 20.256  -0.982
20 H 32.918 29.323 20.920  0.495
21 H 33.206 29.228 19.359  0.485
22 O 37.106 30.646 21.689  -0.987
23 H 36.873 31.215 20.936  0.454
24 H 36.745 29.756 21.507  0.500
25 O 32.829 32.847 24.575  -0.892
26 H 32.031 33.173 24.060  0.472
27 H 33.293 32.327 23.967  0.478
28 O 33.390 26.621 24.087  -0.962
29 H 32.898 26.299 24.743  0.474
30 H 33.153 26.325 23.217  0.502
31 O 35.089 32.537 22.876  -0.975
32 H 35.856 32.037 22.554  0.513
33 H 35.356 33.391 23.016  0.482
34 O 36.164 28.202 21.233  -0.986
35 H 36.437 28.060 22.115  0.495
36 H 35.307 28.596 21.085  0.506
37 O 34.830 29.581 23.353  -0.977
38 H 34.694 28.563 23.497  0.512
39 H 34.057 29.878 23.024  0.467
40 O 34.791 26.695 26.549  -0.942
41 H 34.266 26.721 25.704  0.464
42 H 34.597 27.680 26.695  0.467

Total charge: 0
Orbital gap, eV: 9.79
E_HOMO, eV: -10.31

Which of them is least stable? Easy: (b).